Record 1
One molecule with the formula C8H14O2 at a distorted geometry, computed with wB97M-V/def2-TZVPD.

Atoms and positions in Å:
C: 1.03806 0.37683 1.73338
O: 3.29730 -0.32934 1.77989
O: -1.55807 2.11208 -0.13142
C: 1.94646 -0.51578 2.05291
C: 0.06611 1.18080 1.33337
C: 4.15163 -1.40917 2.18224
C: -1.06817 3.34646 -0.60250
C: -1.69300 -0.26588 0.23742
C: 0.10631 0.70130 -1.19487
C: -0.72878 0.97943 0.06189
H: 1.66514 -1.48192 2.43963
H: -0.15059 2.01188 1.99646
H: 5.22244 -1.23486 1.91981
H: 3.89182 -2.31119 1.60985
H: 4.10007 -1.62064 3.23044
H: -0.78891 3.30649 -1.66279
H: -1.82462 4.12469 -0.49667
H: -0.13930 3.62114 -0.04734
H: -1.14725 -1.21012 0.30314
H: -2.27142 -0.18093 1.15627
H: -2.36990 -0.38782 -0.62304
H: 0.66807 -0.21493 -1.11148
H: 0.83547 1.52001 -1.38528
H: -0.54861 0.58172 -2.08104

Results
* LUMO: 0.88 eV
* SMILES string: COC=C=CC(C)(C)OC
* HOMO: -0.31575 Eh
* energy above the lowest of the compared OMol25 structures with the same formula, charge and spin: 3.135 eV
* charge: 0

What are the Löwdin partial charges on each atom? They are as follows, in elementary charge units:
1. C 0.0270
2. O -0.1466
3. O -0.1713
4. C -0.1511
5. C -0.0253
6. C -0.0977
7. C -0.1029
8. C -0.0104
9. C -0.0333
10. C -0.5597
11. H 0.1154
12. H 0.1201
13. H 0.0981
14. H 0.0857
15. H 0.0732
16. H 0.0803
17. H 0.0883
18. H 0.0976
19. H 0.0796
20. H 0.0800
21. H 0.0859
22. H 0.0752
23. H 0.0932
24. H 0.0986

***

Record 2
A 2-piece molecular cluster, C8H14O3P overall at a distorted geometry, computed with wB97M-V/def2-TZVPD.

Atoms and positions in Å:
C: -1.79496 -1.20186 -0.63728
C: 0.70650 2.00790 -1.31751
C: 3.09817 1.43528 -0.49208
C: 0.36423 0.76078 1.76679
C: -2.91696 -2.44551 1.46903
C: 1.65383 1.81112 -0.16489
C: 1.18027 0.67748 0.68612
C: -2.01449 -2.22566 0.20513
O: -0.60665 -1.35907 -1.33546
O: -2.64493 -0.11660 -1.00043
O: -0.31371 -3.95708 -1.20678
P: -0.28763 -2.76740 -0.31185
H: -0.19764 2.46955 -1.00277
H: 0.59874 1.19124 -1.98916
H: 1.21373 2.82741 -1.96716
H: 3.21205 0.32232 -0.75745
H: 3.38032 2.13449 -1.29965
H: 3.76707 1.64433 0.37139
H: 0.14772 -0.19076 2.30346
H: -0.16987 1.56287 2.37577
H: -2.11159 0.36183 -1.61547
H: -3.10968 -3.48383 1.51203
H: -3.78319 -1.66551 1.35405
H: -2.44486 -2.19245 2.37617
H: 1.62877 2.72573 0.40931
H: 1.44476 -0.32660 0.26868

Results
* LUMO: 3.34 eV
* HOMO: -0.10665 Eh
* energy above the lowest of the compared OMol25 structures with the same formula, charge and spin: 0.990 eV
* charge: -1

What are the Löwdin partial charges on each atom? They are as follows, in elementary charge units:
1. C -0.5334
2. C -0.0790
3. C -0.0917
4. C -0.0059
5. C -0.0992
6. C -0.4806
7. C -0.1973
8. C -0.3045
9. O -0.2768
10. O 0.0233
11. O -0.5531
12. P 0.6166
13. H 0.0638
14. H 0.0631
15. H 0.0971
16. H 0.1054
17. H 0.0657
18. H 0.0785
19. H 0.0428
20. H 0.0655
21. H 0.0534
22. H 0.0294
23. H 0.0961
24. H 0.0176
25. H 0.1222
26. H 0.0811

***

Record 3
A 3-piece molecular cluster, C8H14O7 overall at a distorted geometry, computed with wB97M-V/def2-TZVPD.

Atoms and positions in Å:
C: 3.16915 -1.75481 0.92281
C: 2.78777 -3.05161 1.54123
O: 3.17554 -2.96130 2.87015
C: 3.96115 -1.87342 2.92993
O: 4.55933 -1.48937 3.92575
O: 4.12158 -1.36822 1.77695
H: 2.38078 -1.00218 0.93381
H: 3.52214 -1.97939 -0.08370
H: 3.21610 -3.86322 0.95307
H: 1.71480 -3.07112 1.35030
C: -3.22153 3.98801 0.15720
C: -2.78910 2.77631 1.00178
O: -2.61269 1.79352 0.00435
C: -2.47141 2.38704 -1.22123
O: -2.16022 1.83124 -2.33516
O: -2.60581 3.70486 -1.13411
H: -2.90178 4.85472 0.73570
H: -4.30363 4.11763 0.13840
H: -3.36916 2.51377 1.88648
H: -1.72285 2.72419 1.22202
C: 0.29916 -0.98867 -1.53220
C: -0.88589 -1.05063 -2.50273
O: -2.08532 -1.00706 -1.75151
H: 0.20517 -0.52155 -0.55186
H: 1.17758 -0.49294 -1.94541
H: 0.63395 -2.02598 -1.53089
H: -0.87781 -1.92644 -3.15157
H: -0.80704 -0.17255 -3.14372
H: -2.10994 -0.09090 -1.46576

Results
* LUMO: 0.31 eV
* SMILES string: O=C1OCCO1.O=C1OCCO1.CCO
* HOMO: -0.35495 Eh
* charge: 0

What are the Löwdin partial charges on each atom? They are as follows, in elementary charge units:
1. C -0.1772
2. C -0.1596
3. O 0.1148
4. C -0.5948
5. O 0.1345
6. O 0.1199
7. H 0.1347
8. H 0.1457
9. H 0.1379
10. H 0.1349
11. C -0.0807
12. C -0.1099
13. O 0.0249
14. C -0.4664
15. O 0.0783
16. O 0.0905
17. H 0.1300
18. H 0.1313
19. H 0.1400
20. H 0.1384
21. C -0.0940
22. C -0.3129
23. O -0.0832
24. H 0.0689
25. H 0.0645
26. H 0.0601
27. H 0.1127
28. H 0.0921
29. H 0.0247

***

Q: Among the records above, which one has the highest HOMO?
A: C8H14O3P

***

Q: Look up the LUMO of the first one.
A: 0.88 eV

***

Q: Which of these has the highest HOMO?
A: C8H14O3P